81
Properties=species:S:1:pos:R:3 method="wB97M-V/def2-TZVPD" spin_multiplicity=2 homo_energy_ha="-0.31691 / -0.31691" total_charge=+1 gap_ha="0.184 / 0.182"
Yb 1.822 -0.085 0.195
Cl 7.036 0.429 5.128
C 5.564 0.123 4.340
C 4.436 -0.259 5.088
C 3.160 -0.306 4.562
I 1.544 -0.678 5.833
C 3.022 -0.128 3.094
O 1.890 -0.171 2.473
C 4.205 0.231 2.303
N 4.118 0.266 0.950
C 5.247 0.428 0.224
C 6.498 0.679 0.811
C 6.645 0.577 2.177
C 5.498 0.342 2.949
H 4.610 -0.555 6.126
H 5.127 0.315 -0.867
H 7.288 0.962 0.073
H 7.636 0.591 2.651
C 0.623 4.074 0.909
C 0.087 2.945 0.079
O 0.666 1.833 0.119
C -0.996 3.190 -0.856
C -1.721 4.395 -0.930
C -2.756 4.511 -1.847
C -3.016 3.512 -2.814
C -2.201 2.392 -2.787
C -1.240 2.202 -1.816
H 1.486 3.768 1.531
H -0.162 4.427 1.550
H 0.806 4.944 0.305
H -1.532 5.202 -0.243
H -3.350 5.427 -1.821
H -3.786 3.669 -3.553
H -2.292 1.701 -3.629
H -0.563 1.323 -1.848
F 2.549 -1.767 -1.079
B 1.238 -2.279 -0.711
F 1.283 -2.317 0.707
F 0.878 -3.455 -1.289
F 0.291 -1.174 -1.088
S 2.895 -1.685 -7.641
C 2.380 -0.958 -6.212
S 3.362 0.248 -5.442
C 2.446 0.193 -3.945
N 1.418 -0.596 -4.082
N 1.425 -1.283 -5.281
C 0.329 -2.173 -5.557
C -0.619 -2.369 -4.537
C -1.767 -3.128 -4.738
C -2.069 -3.637 -6.008
C -1.212 -3.340 -7.050
C 0.035 -2.726 -6.825
S 2.988 1.146 -2.698
H -0.390 -1.885 -3.551
H -2.432 -3.340 -3.872
H -3.002 -4.205 -6.137
H -1.559 -3.542 -8.026
H 0.801 -2.563 -7.585
C -4.205 -2.074 3.120
N -3.011 -1.772 3.962
C -3.190 -0.501 4.768
N -3.569 0.658 3.962
C -4.737 0.197 3.129
N -4.580 -0.922 2.278
C -3.754 -0.682 1.130
P -2.144 -0.196 1.941
C -1.804 -1.651 3.015
C -2.508 1.187 3.147
H -5.028 -2.351 3.782
H -3.944 -2.977 2.544
H -2.834 -2.493 4.681
H -2.232 -0.362 5.289
H -3.961 -0.632 5.543
H -5.056 1.091 2.524
H -5.504 -0.039 3.905
H -4.086 0.256 0.609
H -3.648 -1.530 0.464
H -0.872 -1.500 3.610
H -1.699 -2.625 2.564
H -2.728 2.086 2.546
H -1.576 1.392 3.680



76
Properties=species:S:1:pos:R:3 method="wB97M-V/def2-TZVPD" spin_multiplicity=2 homo_energy_ha="-0.37471 / -0.36892" total_charge=+1 gap_ha="0.201 / 0.229"
Re -1.335 1.094 -1.370
O -1.540 -2.578 -3.275
C -1.358 -1.376 -3.291
O -1.732 -0.627 -2.295
C -0.777 -0.693 -4.495
C -0.795 -1.470 -5.658
C -0.351 -0.973 -6.866
C 0.135 0.327 -6.930
C 0.183 1.099 -5.789
C -0.273 0.612 -4.557
S -0.102 1.790 -3.258
H -1.181 -2.476 -5.576
H -0.387 -1.588 -7.751
H 0.483 0.738 -7.867
H 0.557 2.112 -5.819
N -2.314 4.995 -0.129
C -1.280 4.894 0.769
C -0.815 5.755 1.753
C 0.240 5.304 2.519
C 0.820 4.049 2.302
C 0.383 3.204 1.304
C -0.692 3.633 0.532
N -1.375 3.011 -0.492
C -2.351 3.850 -0.848
C -3.320 3.538 -1.866
C -4.267 4.354 -2.437
S -5.143 3.504 -3.636
C -4.201 2.103 -3.284
N -3.319 2.265 -2.362
H -2.940 5.777 -0.219
H -1.259 6.725 1.919
H 0.626 5.924 3.314
H 1.638 3.742 2.934
H 0.831 2.242 1.114
H -4.465 5.387 -2.233
H -4.355 1.179 -3.806
C 3.365 -5.473 1.709
C 3.254 -4.180 2.532
C 2.237 -4.421 3.652
C 4.609 -3.855 3.176
C 2.841 -3.060 1.587
C 3.697 -2.710 0.535
C 3.385 -1.760 -0.423
C 2.155 -1.142 -0.314
O 1.544 -0.203 -1.095
B 0.318 0.045 -0.529
O 0.165 -0.716 0.625
C 1.302 -1.464 0.745
C 1.617 -2.408 1.701
H 3.631 -6.304 2.357
H 4.120 -5.386 0.934
H 2.412 -5.694 1.234
H 2.598 -5.219 4.297
H 1.276 -4.732 3.249
H 2.101 -3.532 4.263
H 4.918 -4.672 3.824
H 4.535 -2.950 3.774
H 5.384 -3.710 2.429
H 4.651 -3.204 0.453
H 4.076 -1.518 -1.213
H 0.919 -2.612 2.494
C -0.155 0.564 4.127
C -1.572 1.092 3.872
C -2.059 0.504 2.605
N -2.085 1.116 1.488
N -2.392 0.350 0.429
C -2.610 -0.918 0.742
N -2.933 -1.861 -0.138
S -2.469 -1.206 2.454
H 0.297 1.093 4.960
H 0.464 0.709 3.242
H -0.180 -0.499 4.365
H -1.555 2.177 3.767
H -2.226 0.822 4.701
H -2.701 -1.666 -1.118
H -2.909 -2.825 0.153